(1)
{
  "formula": "C20H28AlClN3O4",
  "method": "ωB97M-V with the def2-TZVPD basis set",
  "total_charge": -1,
  "homo_energy_ev": [-1.91, -0.22],
  "elements": ["Al", "Cl", "N", "N", "C", "C", "C", "C", "C", "C", "H", "H", "H", "H", "H", "H", "C", "C", "C", "C", "H", "H", "H", "H", "H", "H", "O", "H", "H", "O", "H", "H", "C", "C", "C", "H", "H", "C", "C", "H", "C", "C", "C", "C", "H", "C", "H", "H", "H", "H", "H", "H", "H", "H", "O", "N", "O"],
  "coordinates": [[-0.16174, -0.05075, 0.49179], [1.64653, -0.16472, -0.78020], [0.06861, 1.98208, 0.53160], [-0.06169, -2.07751, 0.72769], [-0.87254, 2.79997, 0.12823], [-0.83029, -2.91676, 0.07572], [1.19365, 2.81293, 1.06819], [0.50699, 4.16105, 1.25060], [2.30416, 2.93936, 0.04076], [1.73180, 2.23187, 2.35342], [1.89384, 3.24231, -0.93037], [2.82823, 1.98888, -0.07925], [3.00449, 3.71004, 0.38607], [0.92498, 2.08665, 3.07714], [2.46526, 2.93534, 2.76929], [2.24025, 1.27781, 2.17275], [0.89800, -2.87863, 1.55271], [0.68867, -4.28732, 1.00856], [0.49054, -2.78362, 3.01036], [2.32733, -2.41408, 1.37513], [2.60224, -2.42500, 0.31748], [2.98229, -3.10193, 1.92517], [2.46997, -1.40487, 1.77614], [-0.51634, -3.20037, 3.13477], [0.48782, -1.74050, 3.33728], [1.19644, -3.36246, 3.61882], [-0.50858, -4.19764, 0.15705], [0.48435, -5.04396, 1.77630], [1.51067, -4.62913, 0.36683], [-0.70918, 4.07914, 0.42471], [1.07741, 5.02605, 0.89119], [0.18938, 4.33125, 2.28821], [-2.07444, 2.37669, -0.64831], [-2.00342, -2.52176, -0.75153], [-1.62776, -1.27626, -1.46863], [-2.83140, -2.32423, -0.04871], [-2.27181, -3.34829, -1.41490], [-1.58897, -0.06379, -0.72417], [-1.68049, 1.16901, -1.42766], [-1.68448, -0.07259, 0.55897], [-1.22465, 1.20429, -2.73999], [-0.93480, -0.00624, -3.38566], [-0.93457, 2.51689, -3.40534], [-1.16416, -1.24759, -2.77936], [-0.53145, 0.01942, -4.40066], [-0.81554, -2.52801, -3.47944], [-0.49480, -2.31168, -4.50326], [-1.66524, -3.21916, -3.52253], [0.01164, -3.04496, -2.97011], [-1.79242, 3.19768, -3.36845], [-0.67089, 2.34558, -4.45423], [-0.08203, 3.02654, -2.92967], [-2.40935, 3.20987, -1.27447], [-2.85436, 2.12999, 0.09214], [-1.54419, 1.06758, 3.78246], [-1.45425, 0.67539, 2.65666], [-0.22967, 0.10012, 2.36272]],
  "lowdin_charge": [-0.331, 0.414, 0.135, 0.142, -0.304, -0.297, -0.517, -0.048, -0.065, -0.036, 0.087, 0.024, 0.084, 0.077, 0.087, 0.078, -0.517, -0.051, -0.027, -0.076, 0.049, 0.088, 0.073, 0.097, 0.075, 0.086, 0.036, 0.129, 0.129, 0.038, 0.127, 0.137, -0.027, -0.036, -0.213, 0.145, 0.120, -0.145, -0.198, 0.152, -0.246, -0.048, -0.046, -0.254, 0.097, -0.048, 0.070, 0.073, 0.087, 0.073, 0.070, 0.082, 0.122, 0.146, -0.241, -0.371, -0.287]
}


(2)
{
  "formula": "C20H28AsF6N2O12S2",
  "method": "ωB97M-V with the def2-TZVPD basis set",
  "total_charge": -3,
  "homo_energy_ev": 1.56,
  "e_above_lowest_kj_mol": 0.00,
  "elements": ["N", "H", "H", "H", "H", "N", "H", "H", "H", "H", "C", "C", "C", "O", "C", "C", "C", "O", "O", "O", "H", "H", "C", "C", "C", "O", "C", "C", "C", "O", "O", "O", "H", "H", "As", "F", "F", "F", "F", "F", "F", "C", "C", "C", "S", "O", "O", "C", "H", "H", "H", "H", "H", "H", "H", "H", "C", "C", "C", "S", "O", "O", "C", "H", "H", "H", "H", "H", "H", "H", "H"],
  "coordinates": [[0.12510, -0.51189, 0.31427], [-0.45639, -1.30995, 0.68919], [0.36727, 0.06744, 1.14122], [-0.52032, 0.10586, -0.21265], [0.95469, -0.76938, -0.24220], [3.26094, 0.48592, -2.33077], [3.52999, 1.46352, -2.29953], [3.11832, 0.21974, -1.33184], [3.95755, -0.18773, -2.65731], [2.41273, 0.23756, -2.86179], [0.38624, -4.06107, -3.15714], [1.17015, -5.27404, -3.05390], [2.37676, -5.26988, -2.05080], [2.87829, -6.33531, -1.76405], [2.71316, -4.00057, -1.50350], [1.93689, -2.86825, -1.59064], [0.64717, -2.93265, -2.36350], [-0.15930, -1.96821, -2.32324], [2.30877, -1.79801, -0.98939], [1.15932, -6.13714, -3.94616], [-0.57734, -4.18378, -3.63251], [3.67177, -3.92526, -0.99194], [-4.83098, -3.65970, 0.26557], [-3.80070, -2.74299, 0.50707], [-2.48982, -3.19226, 1.15225], [-1.65239, -2.30113, 1.53541], [-2.29039, -4.53989, 1.44833], [-3.24135, -5.51549, 1.05948], [-4.55780, -5.07036, 0.35574], [-5.29477, -5.93655, -0.15067], [-3.20234, -6.71099, 1.36717], [-3.99024, -1.55107, 0.13006], [-5.71451, -3.36882, -0.28743], [-1.37557, -4.96320, 1.84553], [-0.81040, 2.42106, -2.23838], [0.58833, 1.42383, -2.58090], [-1.72299, 1.41799, -3.28226], [-2.13577, 3.51192, -1.94033], [0.19832, 3.40098, -1.20283], [-0.41556, 3.43445, -3.62309], [-1.28591, 1.43606, -0.84761], [4.74040, 4.26748, 0.19241], [3.46883, 4.91094, 0.75823], [2.28348, 3.95363, 0.59076], [2.98567, 2.33502, 1.03628], [2.52053, 1.25882, 0.20909], [3.01375, 2.26977, 2.47520], [4.68785, 2.77690, 0.49048], [5.65124, 4.66745, 0.65149], [4.93371, 4.49154, -0.85795], [3.35400, 5.91675, 0.35951], [3.69618, 5.01545, 1.82350], [2.08079, 3.75753, -0.46028], [1.46372, 4.17754, 1.26078], [4.70888, 2.25149, -0.47299], [5.34727, 2.13685, 1.07397], [-3.38831, 2.82801, 1.61247], [-4.07295, 1.47230, 1.92604], [-2.94183, 0.49865, 2.25109], [-1.59035, 1.34939, 3.06308], [-0.27867, 1.01169, 2.56238], [-1.81720, 1.24517, 4.49346], [-2.14478, 2.94668, 2.49983], [-3.96293, 3.74176, 1.76125], [-3.10158, 2.76283, 0.56269], [-4.84153, 1.16522, 1.22981], [-4.56871, 1.57888, 2.90671], [-2.54240, 0.19137, 1.28369], [-3.13607, -0.38812, 2.84055], [-1.27489, 3.46540, 2.09833], [-2.51103, 3.40285, 3.42318]],
  "lowdin_charge": [0.250, 0.093, 0.062, 0.072, 0.055, 0.274, 0.115, 0.077, 0.145, 0.133, -0.020, -0.376, -0.406, 0.002, -0.029, -0.387, -0.425, -0.049, -0.153, -0.053, 0.090, 0.087, -0.040, -0.398, -0.348, -0.123, -0.018, -0.402, -0.396, -0.068, -0.038, -0.082, 0.078, 0.094, 0.760, -0.258, -0.217, -0.264, -0.273, -0.291, -0.245, -0.229, -0.215, -0.198, 0.699, -0.312, -0.304, -0.212, 0.106, 0.107, 0.112, 0.112, 0.082, 0.108, 0.068, 0.107, -0.202, -0.180, -0.234, 0.691, -0.334, -0.347, -0.241, 0.102, 0.093, 0.115, 0.106, 0.079, 0.111, 0.090, 0.091]
}


(3)
{
  "formula": "C20H28BNO11S",
  "method": "ωB97M-V with the def2-TZVPD basis set",
  "total_charge": 0,
  "homo_energy_ev": -8.74,
  "elements": ["C", "C", "C", "C", "C", "C", "C", "S", "C", "N", "C", "C", "C", "C", "C", "C", "O", "C", "C", "O", "O", "H", "H", "H", "H", "H", "H", "H", "H", "H", "H", "H", "H", "H", "H", "H", "H", "H", "H", "H", "H", "H", "H", "H", "H", "H", "H", "H", "H", "B", "O", "C", "O", "C", "O", "O", "O", "C", "O", "C", "O", "O"],
  "coordinates": [[-2.03640, 2.01584, 1.48362], [-1.47245, 1.64305, 0.34100], [-0.64887, 1.72297, -1.04099], [0.74758, 0.91888, -1.12283], [0.70958, -0.70392, -0.95884], [2.04457, -1.32595, -0.29931], [1.98385, -1.39091, 1.32301], [0.62631, -2.52380, 1.95332], [0.98607, 1.08183, -2.71724], [-0.19538, 1.30232, -3.34713], [-1.40926, 1.38915, -2.42006], [-2.24006, 0.01739, -2.58618], [-3.82514, 0.14750, -2.22166], [-4.20776, -1.01813, -1.12985], [-5.50290, -0.53676, -0.23894], [-4.98139, -0.22954, 1.26690], [-5.73808, 0.78605, 1.97739], [-5.61856, 2.09780, 1.36267], [-2.06190, 2.79388, -2.88029], [-2.91582, 2.55602, -4.06185], [-3.51888, 3.73564, -4.31188], [-2.56230, 2.12633, 2.50314], [-0.30165, 2.82332, -1.22917], [1.50987, 1.35904, -0.38498], [0.58571, -1.19239, -2.00856], [-0.21861, -1.02471, -0.34592], [2.10888, -2.43276, -0.66164], [3.01608, -0.79566, -0.64705], [2.97295, -1.81670, 1.74640], [1.86960, -0.31614, 1.74632], [-0.49225, -1.73944, 2.30256], [2.01465, 1.01558, -3.24954], [-0.34317, 1.45291, -4.35888], [-2.20647, -0.24471, -3.72528], [-1.80144, -0.88895, -2.03441], [-4.45962, -0.09896, -3.16471], [-4.13227, 1.20170, -1.88212], [-3.27619, -1.23460, -0.49087], [-4.54291, -2.00152, -1.64716], [-6.33888, -1.32505, -0.19889], [-5.91000, 0.40075, -0.78401], [-5.09474, -1.21606, 1.87530], [-3.85104, -0.02475, 1.20066], [-5.06079, 2.11400, 0.35728], [-5.08950, 2.88342, 2.04105], [-6.70781, 2.49296, 1.21662], [-1.18638, 3.47945, -3.24223], [-2.63177, 3.32164, -2.02800], [-4.27036, 3.87808, -3.66155], [7.35511, -2.04758, 3.11569], [8.67461, -1.89678, 2.48423], [9.23777, -3.10843, 2.45826], [10.33304, -3.33986, 2.00142], [8.33198, -4.08347, 3.05820], [8.54268, -5.26697, 3.18721], [7.21132, -3.47159, 3.45331], [7.24836, -1.20745, 4.31892], [6.22456, -0.37374, 4.12453], [5.86158, 0.45814, 4.92437], [5.62823, -0.62514, 2.81543], [4.68210, -0.03810, 2.33659], [6.28348, -1.61207, 2.20447]],
  "lowdin_charge": [0.114, -0.016, -0.194, -0.163, -0.178, -0.245, -0.535, 0.637, 0.121, 0.114, -0.304, -0.091, -0.165, -0.183, -0.159, -0.221, -0.222, -0.136, -0.102, -0.187, -0.048, 0.083, 0.163, 0.172, 0.121, 0.097, 0.120, 0.127, 0.079, 0.092, -0.139, 0.184, 0.186, 0.135, 0.107, 0.127, 0.099, 0.097, 0.120, 0.115, 0.101, 0.143, 0.086, 0.073, 0.091, 0.109, 0.157, 0.152, 0.141, -0.905, 0.237, -0.396, 0.149, -0.396, 0.149, 0.236, 0.246, -0.396, 0.146, -0.393, 0.109, 0.239]
}


(4)
{
  "formula": "C20H28BNO8P",
  "method": "ωB97M-V with the def2-TZVPD basis set",
  "total_charge": -1,
  "homo_energy_ev": -3.12,
  "elements": ["C", "P", "O", "B", "C", "C", "C", "C", "O", "O", "C", "C", "O", "C", "N", "H", "H", "H", "H", "H", "H", "H", "H", "H", "H", "H", "H", "H", "H", "H", "H", "H", "H", "H", "H", "C", "C", "C", "O", "C", "C", "C", "O", "H", "H", "H", "H", "C", "C", "C", "O", "C", "C", "C", "O", "H", "H", "H", "H"],
  "coordinates": [[2.79063, -5.08217, -0.20942], [0.98529, -4.70434, -0.43745], [0.28943, -5.35451, 0.99129], [0.72233, -2.74814, -0.34474], [-0.69589, -2.51303, 0.43549], [-1.32989, -1.11805, 0.19932], [-1.83784, -0.45232, 1.50021], [-0.97546, 0.75739, 1.75655], [-1.38862, 1.85733, 1.62464], [0.28615, 0.52350, 2.11811], [0.77029, -2.17922, -1.89509], [1.99309, -1.32827, -2.23606], [3.19522, -2.02429, -2.00722], [1.98922, 0.07708, -1.63487], [2.36082, 0.15909, -0.21399], [3.11356, -5.09596, 0.83627], [2.98487, -6.07655, -0.59511], [3.43175, -4.40043, -0.75345], [0.98424, -5.67834, 1.57751], [1.64231, -2.27866, 0.30039], [-1.44108, -3.28560, 0.26198], [-0.47616, -2.58329, 1.50106], [-2.15074, -1.24363, -0.49165], [-0.60315, -0.46848, -0.27395], [-2.86151, -0.11573, 1.45916], [-1.74571, -1.15465, 2.32612], [0.49367, -0.39006, 1.84646], [0.85383, -3.05555, -2.54360], [-0.12480, -1.65187, -2.22687], [1.94781, -1.16752, -3.31145], [3.37976, -2.00783, -1.05849], [2.75280, 0.64491, -2.19023], [1.06244, 0.59901, -1.82016], [2.21494, 1.10491, 0.11175], [3.33294, -0.09476, -0.11018], [-5.04690, 0.04731, 4.93612], [-5.01629, 0.46130, 6.19976], [-4.31380, 1.71132, 6.58410], [-4.28652, 2.08601, 7.73897], [-3.64789, 2.48123, 5.50627], [-3.67768, 2.06958, 4.24080], [-4.38241, 0.82146, 3.85767], [-4.40721, 0.45190, 2.70543], [-5.55177, -0.86171, 4.63430], [-5.49538, -0.08642, 7.00145], [-3.13984, 3.38813, 5.80826], [-3.19434, 2.61226, 3.43678], [2.75886, 3.45372, -5.88361], [1.73272, 2.72403, -5.45442], [0.90971, 3.15891, -4.29800], [-0.02402, 2.49623, -3.90667], [1.27655, 4.43783, -3.63923], [2.30286, 5.16639, -4.06973], [3.12404, 4.73240, -5.22652], [4.05874, 5.39916, -5.62072], [3.37193, 3.15416, -6.72401], [1.45041, 1.78808, -5.91932], [0.66491, 4.73576, -2.79702], [2.58678, 6.10101, -3.60299]],
  "lowdin_charge": [-0.334, 0.859, -0.400, -0.737, -0.225, -0.193, -0.108, -0.578, 0.098, 0.105, -0.171, -0.439, -0.048, -0.227, 0.010, 0.020, 0.000, 0.008, 0.008, 0.058, 0.076, 0.068, 0.105, 0.086, 0.079, 0.115, 0.107, 0.061, 0.088, 0.124, 0.063, 0.098, 0.101, 0.064, 0.063, 0.025, 0.013, -0.393, 0.089, 0.018, 0.035, -0.365, 0.104, 0.121, 0.117, 0.120, 0.118, 0.015, 0.025, -0.387, 0.116, 0.024, 0.014, -0.392, 0.093, 0.119, 0.124, 0.124, 0.119]
}


What did we get for total energy? Answer: -52973.890 -147557.738 -56710.797 -49028.501 eV, in the order shown.
What did we get for molar mass? Answer: 436.90 741.49 501.32 452.23 g/mol, in the order shown.